Entry 1
Below is a 7-piece molecular cluster, C4H21NO8 overall, with properties calculated with ωB97M-V/def2-TZVPD.

Computed properties:
LUMO energy in eV: 0.49
HOMO in eV: -8.8574
HOMO-LUMO gap in eV: 9.348

Each atom is followed by the atoms it is bonded to, with distances in Å.
Element x y z (Å)
1 O -0.265 0.171 -2.684  C2 1.196
2 C -0.159 0.935 -1.770  O1 1.196, C3 1.518, H8 1.097
3 C 0.689 0.665 -0.541  C2 1.518, C4 1.523, N5 1.469, H9 1.146
4 C 2.120 1.061 -0.880  C3 1.523, H10 1.105, H11 1.153, H12 1.126
5 N 0.538 -0.745 -0.153  C3 1.469, C6 1.450, H13 1.083
6 C 1.012 -1.113 1.167  N5 1.450, O7 1.417, H14 1.123, H15 1.119
7 O -0.027 -1.827 1.812  C6 1.417, H16 1.026
8 H -0.657 1.912 -1.821  C2 1.097
9 H 0.335 1.290 0.352  C3 1.146
10 H 2.187 2.094 -1.266  C4 1.105
11 H 2.766 1.021 0.074  C4 1.153
12 H 2.611 0.356 -1.607  C4 1.126
13 H 0.794 -1.482 -0.904  N5 1.083
14 H 1.875 -1.831 1.139  C6 1.123
15 H 1.209 -0.225 1.820  C6 1.119
16 H -0.394 -2.565 1.201  O7 1.026
17 H -2.991 1.916 0.155  O19 0.996
18 H -2.056 0.715 0.372  O19 0.987
19 O -2.029 1.663 0.099  H17 0.996, H18 0.987
20 H -0.573 3.818 1.557  O22 0.949
21 H -1.108 2.421 1.368  O22 0.951
22 O -0.555 2.948 1.934  H20 0.949, H21 0.951
23 H -2.212 -3.657 -0.846  O25 1.001
24 H -1.034 -2.779 -1.232  O25 0.959
25 O -1.572 -2.988 -0.466  H23 1.001, H24 0.959
26 H 2.246 2.212 2.948  O28 0.932
27 H 0.978 2.258 2.003  O28 1.002
28 O 1.915 1.924 2.126  H26 0.932, H27 1.002
29 H -2.256 -1.486 0.222  O31 0.964
30 H -1.533 -0.959 1.475  O31 1.003
31 O -2.337 -0.802 0.896  H29 0.964, H30 1.003
32 H -0.171 -1.589 -2.807  O34 0.922
33 H 0.714 -2.842 -3.091  O34 0.956
34 O -0.060 -2.492 -2.654  H32 0.922, H33 0.956

***

Entry 2
Below is a 7-piece molecular cluster, C4H21NO8 overall, with properties calculated with ωB97M-V/def2-TZVPD.

Computed properties:
LUMO energy in eV: -0.06
HOMO in eV: -10.1383
HOMO-LUMO gap in eV: 10.080

Each atom is followed by the atoms it is bonded to, with distances in Å.
Element x y z (Å)
1 O 3.294 -1.624 0.804  C2 1.207
2 C 2.353 -1.088 1.338  O1 1.207, N3 1.362, H8 1.089
3 N 1.359 -0.463 0.647  C2 1.362, C4 1.458, H9 1.017
4 C 1.253 -0.655 -0.794  N3 1.458, C5 1.530, H10 1.083, H11 1.084
5 C -0.118 -0.217 -1.315  C4 1.530, C6 1.515, O7 1.423, H12 1.100
6 C 0.009 0.445 -2.671  C5 1.515, H13 1.093, H14 1.085, H15 1.093
7 O -0.911 -1.392 -1.432  C5 1.423, H16 0.989
8 H 2.242 -1.013 2.419  C2 1.089
9 H 0.516 -0.168 1.133  N3 1.017
10 H 1.398 -1.689 -1.079  C4 1.083
11 H 2.043 -0.097 -1.283  C4 1.084
12 H -0.592 0.466 -0.595  C5 1.100
13 H 0.524 -0.217 -3.371  C6 1.093
14 H 0.556 1.382 -2.645  C6 1.085
15 H -0.972 0.647 -3.109  C6 1.093
16 H -1.862 -1.126 -1.383  O7 0.989
17 H -2.196 1.160 1.157  O19 0.981
18 H -2.901 2.260 0.258  O19 0.975
19 O -3.040 1.418 0.729  H17 0.981, H18 0.975
20 H -3.413 0.079 -0.313  O22 0.969
21 H -3.387 -1.432 -0.058  O22 0.962
22 O -3.453 -0.779 -0.762  H20 0.969, H21 0.962
23 H 1.784 1.904 0.776  O25 1.007
24 H 1.717 2.732 2.092  O25 0.954
25 O 1.155 2.355 1.420  H23 1.007, H24 0.954
26 H -0.946 0.474 2.850  O28 0.966
27 H -0.018 1.154 1.827  O28 0.993
28 O -0.738 0.475 1.906  H26 0.966, H27 0.993
29 H 3.193 1.054 -1.097  O31 0.968
30 H 2.498 -0.038 -0.221  O31 0.995
31 O 2.935 0.855 -0.185  H29 0.968, H30 0.995
32 H -1.234 -2.486 0.221  O34 0.986
33 H -1.351 -1.833 1.645  O34 0.964
34 O -1.700 -2.540 1.089  H32 0.986, H33 0.964

***

Which structure wins on stability? entry 1 wins.

***

Entry 1
Below is a 7-piece molecular cluster, CH16O7 overall, with properties calculated with ωB97M-V/def2-TZVPD.

Computed properties:
LUMO energy in eV: -0.10
HOMO in eV: -7.2557
HOMO-LUMO gap in eV: 7.156

Each atom is followed by the atoms it is bonded to, with distances in Å.
Element x y z (Å)
1 O -14.094 -5.539 -8.913  H2 1.001, H3 0.985, H4 0.974
2 H -13.780 -5.923 -9.783  O1 1.001
3 H -13.557 -5.876 -8.159  O1 0.985
4 H -14.099 -4.566 -8.870  O1 0.974
5 C -10.994 -4.831 -8.935  O6 1.384, H7 1.077, H8 1.096, H9 1.114
6 O -10.610 -4.761 -7.607  C5 1.384
7 H -10.368 -4.175 -9.517  C5 1.077
8 H -12.047 -4.541 -9.031  C5 1.096
9 H -10.791 -5.826 -9.393  C5 1.114
10 O -12.578 -6.462 -6.826  H11 0.952, H12 0.957
11 H -11.773 -6.041 -7.110  O10 0.952
12 H -12.360 -7.380 -6.988  O10 0.957
13 O -12.883 -6.269 -11.245  H14 0.955, H15 0.939
14 H -12.371 -7.051 -11.440  O13 0.955
15 H -12.308 -5.632 -11.627  O13 0.939
16 O -12.432 -3.769 -5.946  H17 1.013, H18 0.947
17 H -11.709 -4.158 -6.539  O16 1.013
18 H -11.979 -3.116 -5.431  O16 0.947
19 O -15.136 -4.613 -6.178  H20 0.927, H21 0.954
20 H -15.301 -5.508 -6.000  O19 0.927
21 H -14.206 -4.601 -5.967  O19 0.954
22 O -14.156 -2.945 -9.178  H23 0.944, H24 0.973
23 H -13.695 -2.281 -9.665  O22 0.944
24 H -14.646 -2.481 -8.477  O22 0.973

***

Entry 2
Below is a 7-piece molecular cluster, CH16O7 overall, with properties calculated with ωB97M-V/def2-TZVPD.

Computed properties:
LUMO energy in eV: -0.33
HOMO in eV: -10.2611
HOMO-LUMO gap in eV: 9.934

Each atom is followed by the atoms it is bonded to, with distances in Å.
Element x y z (Å)
1 O -1.024 -3.171 0.023  H2 0.957, H3 0.957
2 H -0.507 -2.646 0.634  O1 0.957
3 H -0.845 -2.787 -0.835  O1 0.957
4 O -1.076 0.103 -2.687  H5 0.957, H6 0.957
5 H -0.544 0.133 -1.892  O4 0.957
6 H -0.983 -0.795 -3.004  O4 0.957
7 O 2.020 -1.599 -2.735  H8 0.957, H9 0.957
8 H 2.135 -1.619 -1.785  O7 0.957
9 H 2.873 -1.326 -3.073  O7 0.957
10 O 2.247 -1.825 0.122  H11 0.957, H12 0.957
11 H 2.950 -1.396 0.608  O10 0.957
12 H 2.550 -2.725 0.005  O10 0.957
13 O -3.268 1.125 1.010  H14 0.957, H15 0.957
14 H -2.458 1.443 1.410  O13 0.957
15 H -3.396 1.689 0.247  O13 0.957
16 O 0.251 0.132 -0.227  H17 0.957, H18 0.957
17 H -0.342 0.400 0.474  O16 0.957
18 H 0.975 -0.302 0.224  O16 0.957
19 C -0.219 2.860 1.754  O20 1.402, H21 1.090, H22 1.090, H23 1.090
20 O -0.749 1.604 2.082  C19 1.402, H24 0.960
21 H 0.837 2.812 1.489  C19 1.090
22 H -0.703 3.122 0.814  C19 1.090
23 H -0.434 3.591 2.534  C19 1.090
24 H -0.289 1.178 2.809  O20 0.960

***

Which structure wins on stability? entry 2 wins.

***

Entry 1
Below is one molecule with the formula C5H2ClN, with properties calculated with ωB97M-V/def2-TZVPD.

Computed properties:
LUMO energy in eV: -0.41
HOMO in eV: -9.7748
HOMO-LUMO gap in eV: 9.361

Each atom is followed by the atoms it is bonded to, with distances in Å.
Element x y z (Å)
1 C -1.177 -0.516 0.689  C2 1.353, H6 1.093, Cl9 1.690
2 C 0.042 -0.110 0.266  C1 1.353, C3 1.458, C5 1.460
3 C 0.258 0.537 -1.022  C2 1.458, C4 1.198
4 C 0.426 1.125 -2.053  C3 1.198, H7 1.063
5 C 1.242 -0.364 1.059  C2 1.460, N8 1.174
6 H -2.097 -0.338 0.124  C1 1.093
7 H 0.579 1.677 -2.949  C4 1.063
8 N 2.146 -0.686 1.734  C5 1.174
9 Cl -1.419 -1.325 2.152  C1 1.690

***

Entry 2
Below is one molecule with the formula C5H2ClN, with properties calculated with ωB97M-V/def2-TZVPD.

Computed properties:
LUMO energy (spin up / spin down) in eV: -1.67 / -1.81
HOMO (spin up / spin down) in eV: -8.6410 / -8.5673
HOMO-LUMO gap (spin up / spin down) in eV: 6.967 / 6.760

Each atom is followed by the atoms it is bonded to, with distances in Å.
Element x y z (Å)
1 C -2.686 1.390 -0.064  C2 1.261
2 C -1.573 0.962 0.346  C1 1.261, C3 1.376
3 C -0.272 0.889 0.786  C2 1.376, C4 1.380, H8 1.175
4 C 0.785 0.076 0.427  C3 1.380, N6 1.281, H9 1.104
5 C 0.690 -1.545 -1.382  N6 1.191, Cl7 1.609
6 N 0.777 -0.930 -0.366  C4 1.281, C5 1.191
7 Cl 0.354 -2.934 -2.121  C5 1.609
8 H 0.219 1.771 1.388  C3 1.175
9 H 1.706 0.321 0.985  C4 1.104

***

Which structure wins on stability? entry 1 wins.